Entry 1:
Computed, not measured: a cluster of 10 separate species, C23H69N13O10 in total, with ωB97M-V/def2-TZVPD.

Results
Energy relative to the best compared isomer or geometry (same formula, charge and spin)   3.007 eV
Net charge   0
Kohn-Sham gap   8.2 eV
SMILES   COC[C@H](C)N.COC[C@H](C)N.COC[C@H](C)N.NC(N)=O.NC(N)=O.NC(N)=O.NC(N)=O.NC(N)=O.CC(C)O.CC(C)O

Each atom is followed by the atoms it is bonded to, with distances in Å.
Atoms and positions in Å:
1 C -2.853 -0.191 -3.173  O2 1.417, H7 1.090, H8 1.090, H9 1.090
2 O -4.220 -0.558 -3.118  C1 1.417, C3 1.439
3 C -4.677 -1.130 -1.878  O2 1.439, C4 1.551, H10 1.090, H11 1.090
4 C -5.655 -2.268 -2.273  C3 1.551, C5 1.532, N6 1.475, H12 1.090
5 C -6.197 -2.860 -0.968  C4 1.532, H13 1.090, H14 1.090, H15 1.090
6 N -4.942 -3.350 -2.978  C4 1.475, H16 1.010, H17 1.010
7 H -2.634 0.241 -4.149  C1 1.090
8 H -2.207 -1.068 -3.125  C1 1.090
9 H -2.546 0.592 -2.479  C1 1.090
10 H -3.933 -1.592 -1.230  C3 1.090
11 H -5.105 -0.460 -1.133  C3 1.090
12 H -6.488 -1.785 -2.784  C4 1.090
13 H -6.774 -2.065 -0.495  C5 1.090
14 H -5.465 -3.398 -0.365  C5 1.090
15 H -6.959 -3.578 -1.270  C5 1.090
16 H -4.549 -2.922 -3.805  N6 1.010
17 H -5.784 -3.813 -3.289  N6 1.010
18 C 6.117 3.581 -2.266  O19 1.396, H24 1.090, H25 1.090, H26 1.090
19 O 5.350 3.479 -1.103  C18 1.396, C20 1.386
20 C 3.994 3.351 -1.360  O19 1.386, C21 1.593, H27 1.090, H28 1.090
21 C 3.331 3.212 0.081  C20 1.593, C22 1.557, N23 1.428, H29 1.090
22 C 1.776 3.193 0.010  C21 1.557, H30 1.090, H31 1.090, H32 1.090
23 N 3.747 4.245 0.975  C21 1.428, H33 1.010, H34 1.010
24 H 7.191 3.488 -2.109  C18 1.090
25 H 5.772 4.417 -2.874  C18 1.090
26 H 5.915 2.711 -2.891  C18 1.090
27 H 3.558 4.284 -1.716  C20 1.090
28 H 3.596 2.465 -1.855  C20 1.090
29 H 3.696 2.268 0.486  C21 1.090
30 H 1.417 4.202 -0.195  C22 1.090
31 H 1.470 2.918 1.020  C22 1.090
32 H 1.394 2.413 -0.649  C22 1.090
33 H 4.682 4.431 0.639  N23 1.010
34 H 3.361 5.098 0.596  N23 1.010
35 C 2.005 -0.912 3.746  O36 1.426, H41 1.090, H42 1.090, H43 1.090
36 O 2.261 -2.294 3.509  C35 1.426, C37 1.460
37 C 2.468 -2.680 2.116  O36 1.460, C38 1.580, H44 1.090, H45 1.090
38 C 3.691 -1.993 1.388  C37 1.580, C39 1.544, N40 1.475, H46 1.090
39 C 3.389 -0.678 0.639  C38 1.544, H47 1.090, H48 1.090, H49 1.090
40 N 4.338 -2.968 0.490  C38 1.475, H50 1.010, H51 1.010
41 H 2.937 -0.359 3.631  C35 1.090
42 H 1.666 -0.659 4.751  C35 1.090
43 H 1.337 -0.432 3.030  C35 1.090
44 H 2.600 -3.760 2.190  C37 1.090
45 H 1.465 -2.513 1.724  C37 1.090
46 H 4.365 -1.932 2.243  C38 1.090
47 H 2.697 -0.109 1.259  C39 1.090
48 H 2.834 -0.907 -0.271  C39 1.090
49 H 4.253 -0.094 0.320  C39 1.090
50 H 4.697 -3.794 0.947  N40 1.010
51 H 5.098 -2.465 0.055  N40 1.010
52 N 1.298 2.401 6.265  C53 1.297, H56 1.010, H57 1.010
53 C 0.319 1.821 5.642  N52 1.297, N54 1.344, O55 1.198
54 N 0.309 2.311 4.390  C53 1.344, H58 1.010, H59 1.010
55 O -0.415 0.991 6.096  C53 1.198
56 H 1.554 2.056 7.179  N52 1.010
57 H 1.922 3.049 5.805  N52 1.010
58 H -0.556 2.160 3.891  N54 1.010
59 H 0.920 3.113 4.331  N54 1.010
60 N -0.385 0.720 0.333  C61 1.301, H64 1.010, H65 1.010
61 C -0.491 -0.563 0.520  N60 1.301, N62 1.322, O63 1.198
62 N -0.120 -1.217 -0.567  C61 1.322, H66 1.010, H67 1.010
63 O -0.915 -1.110 1.498  C61 1.198
64 H -0.589 1.434 1.017  N60 1.010
65 H 0.048 1.034 -0.524  N60 1.010
66 H -0.108 -2.223 -0.482  N62 1.010
67 H -0.256 -0.916 -1.521  N62 1.010
68 N -2.711 -4.235 -1.499  C69 1.282, H72 1.010, H73 1.010
69 C -1.472 -3.957 -1.679  N68 1.282, N70 1.293, O71 1.237
70 N -1.080 -3.571 -2.850  C69 1.293, H74 1.010, H75 1.010
71 O -0.592 -4.034 -0.814  C69 1.237
72 H -3.436 -3.972 -2.151  N68 1.010
73 H -2.899 -4.250 -0.507  N68 1.010
74 H -0.090 -3.492 -3.031  N70 1.010
75 H -1.725 -3.511 -3.625  N70 1.010
76 N 2.153 -3.715 -1.209  C77 1.283, H80 1.010, H81 1.010
77 C 2.620 -3.874 -2.394  N76 1.283, N78 1.313, O79 1.222
78 N 3.931 -3.891 -2.453  C77 1.313, H82 1.010, H83 1.010
79 O 1.986 -3.976 -3.433  C77 1.222
80 H 1.168 -3.626 -1.003  N76 1.010
81 H 2.821 -3.446 -0.501  N76 1.010
82 H 4.379 -3.723 -3.343  N78 1.010
83 H 4.510 -3.934 -1.627  N78 1.010
84 N -1.811 -0.567 4.232  C85 1.278, H88 1.010, H89 1.010
85 C -3.086 -0.609 4.157  N84 1.278, N86 1.330, O87 1.204
86 N -3.439 -1.049 2.952  C85 1.330, H90 1.010, H91 1.010
87 O -3.769 -0.579 5.148  C85 1.204
88 H -1.209 -0.886 3.487  N84 1.010
89 H -1.348 -0.265 5.077  N84 1.010
90 H -4.412 -1.122 2.692  N86 1.010
91 H -2.667 -1.022 2.301  N86 1.010
92 C 1.048 2.293 -4.139  C93 1.534, H96 1.090, H97 1.090, H98 1.090
93 C 0.743 0.877 -3.638  C92 1.534, C94 1.486, O95 1.384, H99 1.090
94 C 1.959 0.078 -3.335  C93 1.486, H100 1.090, H101 1.090, H102 1.090
95 O -0.039 0.986 -2.501  C93 1.384, H103 0.960
96 H 1.851 2.247 -4.875  C92 1.090
97 H 1.335 2.838 -3.240  C92 1.090
98 H 0.153 2.760 -4.550  C92 1.090
99 H 0.199 0.325 -4.405  C93 1.090
100 H 2.690 0.099 -4.143  C94 1.090
101 H 1.741 -0.971 -3.133  C94 1.090
102 H 2.447 0.405 -2.417  C94 1.090
103 H -0.825 1.497 -2.709  O95 0.960
104 C -3.606 2.077 1.050  C105 1.508, H108 1.090, H109 1.090, H110 1.090
105 C -3.217 3.444 1.554  C104 1.508, C106 1.554, O107 1.463, H111 1.090
106 C -3.950 3.780 2.883  C105 1.554, H112 1.090, H113 1.090, H114 1.090
107 O -1.758 3.426 1.651  C105 1.463, H115 0.960
108 H -4.687 2.000 0.938  C104 1.090
109 H -3.197 1.300 1.695  C104 1.090
110 H -3.163 2.006 0.056  C104 1.090
111 H -3.593 4.151 0.815  C105 1.090
112 H -3.676 3.040 3.634  C106 1.090
113 H -5.021 3.632 2.740  C106 1.090
114 H -3.845 4.833 3.146  C106 1.090
115 H -1.429 4.120 1.075  O107 0.960

Atom charges from the Löwdin analysis, given in e for atoms 1 to 6:
1 C -0.104
2 O -0.166
3 C -0.182
4 C -0.418
5 C -0.061
6 N 0.039



Entry 2:
Computed, not measured: a cluster of 11 separate species, C23H70N2O13 in total, with ωB97M-V/def2-TZVPD.

Results
Energy relative to the best compared isomer or geometry (same formula, charge and spin)   0.000 eV
Net charge   0
Kohn-Sham gap   9.5 eV
SMILES   COCCNCCOC.COCCNCCOC.CCO.CCO.CO.CO.CO.CO.CO.CO.CO

Each atom is followed by the atoms it is bonded to, with distances in Å.
Atoms and positions in Å:
1 C 18.084 7.028 9.312  O2 1.409, H10 1.058, H11 1.134, H12 1.095
2 O 17.878 8.400 9.068  C1 1.409, C3 1.421
3 C 16.998 8.682 7.989  O2 1.421, C4 1.502, H13 1.105, H14 1.099
4 C 16.576 10.123 8.040  C3 1.502, N5 1.476, H15 1.062, H16 1.116
5 N 16.194 10.583 9.390  C4 1.476, C6 1.454, H17 1.035
6 C 16.115 12.025 9.557  N5 1.454, C7 1.495, H18 1.077, H19 1.144
7 C 16.338 12.338 11.001  C6 1.495, O8 1.415, H20 1.066, H21 1.103
8 O 16.026 13.706 11.180  C7 1.415, C9 1.384
9 C 16.144 14.213 12.463  O8 1.384, H22 1.060, H23 1.121, H24 1.103
10 H 18.390 7.003 10.325  C1 1.058
11 H 19.011 6.822 8.693  C1 1.134
12 H 17.219 6.419 9.030  C1 1.095
13 H 16.094 8.062 8.131  C3 1.105
14 H 17.551 8.438 7.071  C3 1.099
15 H 15.813 10.122 7.302  C4 1.062
16 H 17.422 10.769 7.706  C4 1.116
17 H 16.917 10.257 10.056  N5 1.035
18 H 15.145 12.392 9.266  C6 1.077
19 H 16.859 12.540 8.858  C6 1.144
20 H 17.331 12.165 11.350  C7 1.066
21 H 15.577 11.705 11.488  C7 1.103
22 H 16.041 15.255 12.306  C9 1.060
23 H 17.107 13.949 12.974  C9 1.121
24 H 15.469 13.728 13.190  C9 1.103
25 C 15.775 8.888 12.835  O26 1.392, H34 1.082, H35 1.072, H36 1.101
26 O 14.591 9.340 13.411  C25 1.392, C27 1.441
27 C 13.933 8.314 14.179  O26 1.441, C28 1.521, H37 1.102, H38 1.128
28 C 12.787 8.968 14.936  C27 1.521, N29 1.470, H39 1.107, H40 1.066
29 N 11.716 9.581 14.137  C28 1.470, C30 1.413, H41 1.010
30 C 10.575 9.928 14.894  N29 1.413, C31 1.564, H42 1.115, H43 1.119
31 C 9.570 10.652 13.940  C30 1.564, O32 1.377, H44 1.102, H45 1.109
32 O 10.200 11.755 13.407  C31 1.377, C33 1.408
33 C 9.445 12.185 12.299  O32 1.408, H46 1.072, H47 1.106, H48 1.123
34 H 16.505 9.671 12.678  C25 1.082
35 H 15.618 8.435 11.877  C25 1.072
36 H 16.254 8.150 13.496  C25 1.101
37 H 14.593 7.981 14.997  C27 1.102
38 H 13.595 7.424 13.574  C27 1.128
39 H 13.129 9.623 15.760  C28 1.107
40 H 12.352 8.103 15.382  C28 1.066
41 H 12.205 10.356 13.713  N29 1.010
42 H 10.860 10.730 15.613  C30 1.115
43 H 10.188 9.037 15.450  C30 1.119
44 H 8.663 10.950 14.490  C31 1.102
45 H 9.320 9.891 13.173  C31 1.109
46 H 9.428 11.437 11.531  C33 1.072
47 H 9.915 13.095 11.884  C33 1.106
48 H 8.413 12.532 12.572  C33 1.123
49 C 12.142 8.417 10.454  C50 1.516, H52 1.168, H53 1.071, H54 1.096
50 C 12.554 9.025 9.128  C49 1.516, O51 1.378, H55 1.055, H56 1.085
51 O 13.895 8.767 8.946  C50 1.378, H57 0.996
52 H 12.454 8.839 11.498  C49 1.168
53 H 12.493 7.405 10.444  C49 1.071
54 H 11.057 8.335 10.578  C49 1.096
55 H 12.309 10.049 9.053  C50 1.055
56 H 12.014 8.501 8.345  C50 1.085
57 H 14.432 9.395 9.502  O51 0.996
58 C 9.582 13.545 16.507  C59 1.475, H61 1.125, H62 1.050, H63 1.124
59 C 9.325 14.839 17.168  C58 1.475, O60 1.437, H64 1.094, H65 1.081
60 O 10.558 15.466 17.555  C59 1.437, H66 0.999
61 H 8.581 13.158 16.168  C58 1.125
62 H 9.956 12.858 17.207  C58 1.050
63 H 10.240 13.612 15.598  C58 1.124
64 H 8.769 14.742 18.104  C59 1.094
65 H 8.747 15.526 16.566  C59 1.081
66 H 11.329 15.227 16.967  O60 0.999
67 C 11.083 19.008 17.179  O68 1.471, H69 1.140, H70 1.091, H71 1.167
68 O 11.806 18.077 18.058  C67 1.471, H72 0.910
69 H 10.922 18.572 16.138  C67 1.140
70 H 10.109 19.242 17.611  C67 1.091
71 H 11.592 20.057 17.146  C67 1.167
72 H 11.187 17.421 18.173  O68 0.910
73 C 7.984 10.925 8.232  O74 1.359, H75 1.113, H76 1.112, H77 1.090
74 O 7.828 11.995 9.057  C73 1.359, H78 0.949
75 H 7.727 11.154 7.174  C73 1.113
76 H 9.033 10.577 8.355  C73 1.112
77 H 7.320 10.165 8.644  C73 1.090
78 H 8.628 12.474 9.229  O74 0.949
79 C 6.573 14.454 11.419  O80 1.379, H81 1.105, H82 1.103, H83 1.112
80 O 6.038 13.411 12.144  C79 1.379, H84 0.942
81 H 7.105 15.143 12.099  C79 1.105
82 H 7.337 14.244 10.651  C79 1.103
83 H 5.811 15.068 10.890  C79 1.112
84 H 6.053 12.684 11.544  O80 0.942
85 C 14.204 15.467 17.422  O86 1.406, H87 1.117, H88 1.073, H89 1.105
86 O 13.186 16.049 16.648  C85 1.406, H90 0.971
87 H 13.771 14.756 18.168  C85 1.117
88 H 14.816 14.864 16.778  C85 1.073
89 H 14.837 16.198 17.956  C85 1.105
90 H 12.795 16.778 17.157  O86 0.971
91 C 13.193 12.823 14.627  O92 1.443, H93 1.132, H94 1.125, H95 1.081
92 O 12.599 12.955 13.319  C91 1.443, H96 0.964
93 H 12.529 12.368 15.423  C91 1.132
94 H 14.132 12.203 14.634  C91 1.125
95 H 13.437 13.814 14.984  C91 1.081
96 H 11.712 12.578 13.312  O92 0.964
97 C 11.979 15.628 10.892  O98 1.405, H99 1.095, H100 1.061, H101 1.089
98 O 11.723 14.251 10.785  C97 1.405, H102 0.982
99 H 12.945 15.850 11.358  C97 1.095
100 H 11.907 16.067 9.929  C97 1.061
101 H 11.205 16.085 11.507  C97 1.089
102 H 12.320 13.839 11.447  O98 0.982
103 C 10.112 14.118 7.475  O104 1.481, H105 1.078, H106 1.081, H107 1.077
104 O 10.531 13.063 8.427  C103 1.481, H108 0.972
105 H 9.823 13.629 6.560  C103 1.078
106 H 9.297 14.709 7.868  C103 1.081
107 H 10.913 14.813 7.288  C103 1.077
108 H 10.878 13.598 9.161  O104 0.972

Atom charges from the Löwdin analysis, given in e for atoms 1 to 6:
1 C -0.099
2 O -0.228
3 C -0.224
4 C -0.196
5 N -0.071
6 C -0.208